# 1
ClH5OSi2 | the ωB97M-V functional and the def2-TZVPD basis

**E**: -1117.4635 Ha
**HOMO energy**: -10.4 eV
**SMILES string**: [SiH3]O[SiH2]Cl
**Gap between HOMO and LUMO**: 10.621 eV
**LUMO**: 0.23 eV

The geometry in ORCA input format:
```
! RIJCOSX wB97M-V def2-TZVPD def2/J DEFGRID3
* xyz 0 1
Si -0.3944 -0.1770 1.7652
O 0.1697 0.3832 -0.0027
Si 0.4762 0.0706 -1.5837
Cl -1.2185 -0.6697 -2.4968
H 0.6332 -1.1041 2.2159
H -0.1584 0.9331 2.8242
H -1.9412 -0.1577 1.4829
H 1.7492 -0.6777 -1.7894
H 0.6843 1.3993 -2.4156
*
```

These are the Mulliken partial charges, in e, on atoms 1 to 5:
1. Si 0.464
2. O -0.223
3. Si 0.363
4. Cl -0.247
5. H -0.056

# 2
C5H10O | the ωB97M-V functional and the def2-TZVPD basis

**E**: -271.6265 Ha
**HOMO energy**: -8.4 eV
**Gap between HOMO and LUMO**: 9.516 eV
**LUMO**: 1.13 eV

The geometry in ORCA input format:
```
! RIJCOSX wB97M-V def2-TZVPD def2/J DEFGRID3
* xyz 0 1
C -1.5951 0.8442 -0.1443
C -0.1146 1.0301 0.1146
C 0.4770 0.2171 1.2762
C 1.3191 -0.4168 0.1221
C 0.5568 -1.5511 -0.8631
O 0.8005 0.5304 -0.8443
H -1.8633 1.2090 -1.1389
H -1.9228 -0.1975 -0.0443
H -2.1377 1.4377 0.6011
H 0.1555 2.0768 0.1122
H 0.9581 0.8589 2.0365
H -0.2025 -0.4558 1.8061
H 2.4098 -0.1482 0.3085
H 0.0034 -2.2234 -0.2326
H -0.1946 -1.2179 -1.6607
H 1.3505 -1.9937 -1.4491
*
```

These are the Mulliken partial charges, in e, on atoms 1 to 5:
1. C -1.442
2. C 0.392
3. C -0.838
4. C 0.258
5. C -1.107

# 3
C5H13NO2 | the ωB97M-V functional and the def2-TZVPD basis

**E**: -403.5715 Ha
**HOMO energy**: -10.0 eV
**SMILES string**: CC(=O)O.CC(C)N
**Gap between HOMO and LUMO**: 10.844 eV
**LUMO**: 0.87 eV

The geometry in ORCA input format:
```
! RIJCOSX wB97M-V def2-TZVPD def2/J DEFGRID3
* xyz 0 1
C -1.3640 1.9463 -2.8798
C -1.1708 1.3946 -1.4980
O -1.7457 0.4178 -1.0881
O -0.2976 2.0969 -0.7528
H -2.2770 1.5456 -3.3073
H -1.3922 3.0304 -2.8615
H -0.5214 1.6554 -3.5089
H 0.2406 1.4472 -0.2286
C 1.2161 -2.2266 1.3219
C 0.4278 -1.0008 0.8773
C -0.3667 -0.3997 2.0186
N 1.2794 0.0294 0.2314
H 1.8883 -2.5911 0.5472
H 1.7964 -1.9993 2.2199
H 0.5415 -3.0507 1.5559
H -0.3000 -1.3056 0.1250
H 0.2821 -0.0590 2.8299
H -1.0021 -1.1835 2.4311
H -0.9969 0.4210 1.6866
H 1.7115 -0.3880 -0.5869
H 2.0508 0.2195 0.8673
*
```

These are the Mulliken partial charges, in e, on atoms 1 to 5:
1. C -1.038
2. C 0.796
3. O -0.548
4. O -0.529
5. H 0.300

# 4
C32H48AsCl2N3O3SbTi | the ωB97M-V functional and the def2-TZVPD basis

**E**: -5883.9215 Ha
**HOMO energy**: -9.9 eV
**Gap between HOMO and LUMO**: 6.437 eV
**LUMO**: -3.45 eV

The geometry in ORCA input format:
```
! RIJCOSX wB97M-V def2-TZVPD def2/J DEFGRID3
* xyz 1 1
Ti -1.1628 -0.4740 0.8889
O 4.1092 2.0919 4.8507
C 3.8325 0.8861 4.8376
O 4.3460 -0.1247 5.3311
C 2.5220 0.5753 4.0436
C 2.0611 -0.7246 3.9127
C 0.9560 -0.9718 3.1215
N 0.2980 0.0047 2.4716
C 0.7085 1.2754 2.6593
C 1.8128 1.5913 3.4226
C -0.1775 2.2910 2.0708
C -0.0589 3.6468 2.3475
C -1.0415 4.5118 1.9119
C -2.1437 3.9870 1.2496
C -2.1728 2.6319 0.9943
N -1.1879 1.7962 1.3429
C 0.3919 -2.3161 2.9219
C 0.8036 -3.4135 3.6635
C 0.2221 -4.6431 3.4322
C -0.7598 -4.7396 2.4578
C -1.1109 -3.6049 1.7563
N -0.5563 -2.4043 1.9732
H 2.6237 -1.4930 4.4262
H 2.1844 2.5983 3.5618
H 0.7800 4.0095 2.9227
H -0.9674 5.5714 2.1146
H -2.9665 4.6122 0.9347
H -3.0120 2.1902 0.4860
H 1.5653 -3.2966 4.4198
H 0.5267 -5.5089 4.0040
H -1.2470 -5.6767 2.2325
H -1.8490 -3.6559 0.9724
Cl -2.6372 0.9766 -1.6759
C -4.0699 0.0384 -2.0705
Cl -1.5462 -2.0284 -0.8950
H -3.8121 -0.7401 -2.7865
H -4.7874 0.7243 -2.5214
C -0.2474 -0.2485 -3.8458
C 1.1250 -0.6355 -3.2959
C 2.1913 -0.1621 -4.2841
C 1.2001 -2.1610 -3.1994
Sb 1.3217 0.2052 -1.2518
C 1.7692 2.3512 -1.5425
C 2.6307 2.7103 -2.7484
C 0.4034 3.0256 -1.6935
C 2.4591 2.8944 -0.2901
C 3.1508 -0.7795 -0.5107
C 3.6727 -0.0314 0.7125
C 4.2717 -0.8876 -1.5392
C 2.7126 -2.1764 -0.0602
H -0.3376 -0.6366 -4.8659
H -0.3857 0.8336 -3.8963
H -1.0506 -0.6795 -3.2478
H 2.1380 -0.8003 -5.1723
H 3.2060 -0.2280 -3.8955
H 2.0162 0.8575 -4.6147
H 0.9158 -2.5804 -4.1703
H 0.5218 -2.5671 -2.4502
H 2.2101 -2.5079 -2.9858
H 2.0928 2.5939 -3.6867
H 3.5504 2.1267 -2.7988
H 2.9134 3.7655 -2.6683
H -0.1509 2.6441 -2.5552
H 0.5444 4.1014 -1.8448
H -0.2128 2.8956 -0.8035
H 3.5234 2.6641 -0.2901
H 2.0360 2.5119 0.6393
H 2.3636 3.9856 -0.2773
H 4.2032 0.8808 0.4468
H 4.3790 -0.6704 1.2518
H 2.8763 0.2296 1.4078
H 4.5733 0.0913 -1.9168
H 4.0087 -1.5202 -2.3857
H 5.1479 -1.3342 -1.0578
H 1.9608 -2.1180 0.7292
H 3.5785 -2.7052 0.3509
H 2.3034 -2.7802 -0.8687
C -6.7129 -1.2340 -1.7630
As -5.1851 -0.7638 -0.6922
C -5.7793 0.6251 0.4829
C -4.7859 -2.3469 0.3120
O -2.7070 -0.4004 1.3381
H -7.5132 -1.5865 -1.1147
H -6.4237 -2.0371 -2.4409
H -7.0686 -0.3798 -2.3351
H -6.6512 0.2638 1.0272
H -6.0571 1.5007 -0.1037
H -4.9802 0.8593 1.1781
H -5.2788 -3.1829 -0.1796
H -5.2056 -2.1753 1.3015
H -3.7141 -2.4944 0.3782
*
```

These are the Mulliken partial charges, in e, on atoms 1 to 5:
1. Ti 0.103
2. O -0.721
3. C 0.433
4. O -0.717
5. C -1.124

# 5
C2H5BO | the ωB97M-V functional and the def2-TZVPD basis

**E**: -179.1534 Ha
**HOMO energy**: -9.1 eV
**Gap between HOMO and LUMO**: 8.948 eV
**LUMO**: -0.19 eV

The geometry in ORCA input format:
```
! RIJCOSX wB97M-V def2-TZVPD def2/J DEFGRID3
* xyz 0 1
B -0.4246 0.4483 -0.4947
C 0.6985 -0.7994 -0.3110
C -0.4773 0.5911 0.9908
O 1.6680 -0.4558 -0.9548
H -0.1552 1.2484 -1.2806
H -0.6869 -0.5449 -1.1043
H 0.4079 -1.7600 0.0146
H -0.0005 1.4229 1.4427
H -1.0298 -0.1506 1.6974
*
```

These are the Mulliken partial charges, in e, on atoms 1 to 5:
1. B -0.009
2. C 0.021
3. C -0.446
4. O -0.438
5. H -0.084

# 6
C3H6N2S2 | the ωB97M-V functional and the def2-TZVPD basis

**E**: -1023.4577 Ha
**HOMO energy**: -8.3 eV
**Gap between HOMO and LUMO**: 6.262 eV
**LUMO**: -2.05 eV

The geometry in ORCA input format:
```
! RIJCOSX wB97M-V def2-TZVPD def2/J DEFGRID3
* xyz 0 1
C -0.5402 -1.8828 0.8629
C -0.6715 -0.8841 -0.4366
C 0.1442 1.2821 -1.1245
H 0.0392 -2.8450 0.2093
H -1.6937 -2.3425 1.6701
H 0.4515 -1.1138 1.7865
H 1.4936 1.8093 1.7945
H -0.7882 1.3545 -1.6033
H 0.5009 2.9859 -1.2767
N 0.4291 0.0500 -0.3898
N 0.9316 2.1825 -0.8517
S -1.9699 -0.4857 -1.4359
S 1.6735 -0.1105 0.7953
*
```

These are the Mulliken partial charges, in e, on atoms 1 to 5:
1. C -0.853
2. C 0.442
3. C -0.033
4. H 0.228
5. H 0.268